1.
{
  "formula": "C4H8FN",
  "method": "ωB97M-V with the def2-TZVPD basis set",
  "symbols": ["C", "C", "C", "C", "N", "F", "H", "H", "H", "H", "H", "H", "H", "H"],
  "coordinates": [[1.6003, -1.1766, 0.4165], [0.2534, -0.5858, -0.2081], [-0.0746, 0.8597, -0.6011], [-1.4978, 1.3366, -0.1126], [0.4157, 1.6089, -1.4373], [1.5191, 0.8721, -1.9645], [1.3766, -2.2726, 0.3291], [1.8487, -1.0068, 1.4837], [2.4116, -0.8896, -0.2426], [-0.3806, -0.3937, 0.6567], [-0.6462, -1.2706, -0.2874], [-2.1697, 0.5139, -0.0810], [-1.7292, 2.0624, -0.8484], [-1.5953, 1.7520, 0.9154]],
  "atomic_forces_ev_per_a": [[-1.617, -1.025, -1.488], [-1.303, 0.999, 3.339], [-3.663, -2.729, 1.853], [2.120, 0.340, 0.726], [2.152, 0.952, -1.800], [0.506, 0.536, -0.442], [0.863, 0.776, 0.058], [-0.544, 0.542, -0.741], [0.279, -0.253, 0.159], [0.682, -0.005, 2.070], [1.386, -0.066, -2.080], [-0.606, -0.816, -0.587], [-0.992, 0.765, -0.393], [0.736, -0.016, -0.673]],
  "nbo_charge": [-0.61, -0.51, 0.26, -0.65, -0.03, -0.29, 0.22, 0.22, 0.23, 0.24, 0.26, 0.21, 0.24, 0.23],
  "homo_ev": -10.52,
  "lumo_energy_ev": 0.80,
  "relative_energy_ev": 3.9028
}

2.
{
  "formula": "C4H8FN2O2S",
  "method": "ωB97M-V with the def2-TZVPD basis set",
  "symbols": ["C", "C", "C", "C", "N", "N", "O", "O", "F", "S", "H", "H", "H", "H", "H", "H", "H", "H"],
  "coordinates": [[0.8105, -1.6053, 0.5772], [-0.4547, 0.3879, 0.2452], [1.6340, -2.3788, -0.4378], [-1.7700, 2.3744, -0.1256], [0.4649, -0.4491, 0.1455], [-0.4901, 1.6728, 0.2070], [-2.0606, -2.0937, -0.1816], [-3.4634, -0.1910, -1.1918], [-3.2784, -0.2535, 1.3703], [-2.6126, -0.7437, -0.1303], [0.3789, -1.9976, 1.5351], [2.4180, -1.8110, -1.0101], [2.0253, -3.2910, 0.1306], [0.8819, -2.7104, -1.1924], [-2.2196, 2.6093, 0.8533], [-2.4491, 2.0075, -0.9419], [-1.5425, 3.3186, -0.3879], [0.2400, 2.3094, -0.0264]],
  "atomic_forces_ev_per_a": [[0.084, -0.090, -1.606], [-2.503, 0.145, -0.771], [0.160, -1.536, 1.604], [-1.392, -1.618, 1.910], [0.506, -0.777, 0.773], [-2.605, 0.479, -1.273], [-1.501, 1.974, 0.755], [1.681, -1.310, 2.638], [1.088, -1.393, -2.656], [1.222, 1.574, -0.222], [0.749, 0.210, -0.822], [-0.796, -0.361, 0.998], [-0.177, 1.138, -1.334], [0.372, -0.022, 0.468], [-0.703, -0.817, -0.521], [0.928, -0.425, 1.182], [1.371, 3.201, -1.371], [1.516, -0.372, 0.247]],
  "nbo_charge": [0.35, 0.53, -0.70, -0.45, -0.48, -0.55, -0.81, -0.78, -0.46, 2.11, 0.24, 0.28, 0.26, 0.28, 0.24, 0.26, 0.23, 0.45],
  "total_charge": 1,
  "homo_ev": [-14.60, -14.60],
  "lumo_energy_ev": [-6.50, -6.50],
  "relative_energy_ev": 1.8765
}

3.
{
  "formula": "C4H8FNO",
  "method": "ωB97M-V with the def2-TZVPD basis set",
  "symbols": ["C", "C", "F", "N", "C", "C", "O", "H", "H", "H", "H", "H", "H", "H", "H"],
  "coordinates": [[-1.8243, 0.6785, 0.4430], [-0.7854, -0.3782, -0.0148], [-1.4895, -1.5357, -0.3187], [0.0023, 0.0605, -1.0777], [1.4161, -0.1491, -0.7272], [1.3933, -0.4568, 0.8278], [0.0876, -0.6747, 1.1005], [-1.4831, 1.6851, -0.1377], [-1.7234, 0.8299, 1.4569], [-2.8172, 0.3558, 0.0684], [-0.1569, 0.9346, -1.5636], [1.9958, 0.7170, -1.1887], [1.7668, -1.0398, -1.2458], [1.9741, -1.4519, 0.9401], [1.6439, 0.4247, 1.4375]],
  "atomic_forces_ev_per_a": [[0.796, 1.152, -4.513], [-0.842, 1.339, 1.483], [0.461, -0.155, 0.083], [1.568, -0.448, -0.224], [0.286, 0.450, -0.997], [2.154, -0.149, -1.881], [-3.424, -0.771, -0.743], [-1.196, -2.148, 1.608], [-0.244, 0.267, 2.175], [0.483, 0.489, 0.611], [-0.497, -0.325, 0.707], [-0.383, -0.984, 1.254], [0.213, -0.100, 0.025], [-0.445, 1.969, 0.497], [1.070, -0.586, -0.085]],
  "nbo_charge": [-0.63, 0.72, -0.37, -0.66, -0.25, -0.08, -0.53, 0.19, 0.23, 0.23, 0.39, 0.20, 0.18, 0.19, 0.18],
  "homo_ev": -9.49,
  "lumo_energy_ev": 0.88,
  "relative_energy_ev": 0.7717
}

4.
{
  "formula": "C4H8FNS",
  "method": "ωB97M-V with the def2-TZVPD basis set",
  "symbols": ["C", "C", "C", "C", "N", "F", "S", "H", "H", "H", "H", "H", "H", "H", "H"],
  "coordinates": [[1.5223, 1.2050, -0.8686], [0.4270, -0.1110, 1.2856], [-0.9691, 0.7983, -0.3513], [-0.8775, -1.5806, -0.1528], [-0.6565, -0.2708, 0.4242], [-1.2370, 1.9473, 0.3043], [2.0061, -0.0549, 0.1607], [1.5897, 1.0219, -1.9248], [1.6087, 2.2171, -0.5148], [0.4059, 0.8444, 1.8005], [0.5526, -0.9413, 1.9701], [-1.5670, 0.6795, -1.2399], [-0.7440, -1.5634, -1.2349], [-0.1670, -2.2896, 0.2652], [-1.8941, -1.9019, 0.0764]],
  "atomic_forces_ev_per_a": [[1.863, 0.404, -0.279], [2.195, 0.542, -0.478], [-1.714, 0.366, -0.828], [-0.253, -0.005, 0.015], [-1.090, -0.598, 0.412], [0.063, 0.269, 0.358], [-0.322, -0.852, 1.003], [-0.020, 0.058, -0.252], [-0.502, 0.308, 0.048], [-0.154, -0.062, 0.141], [0.021, -0.022, 0.068], [-0.138, -0.183, -0.026], [0.070, -0.064, -0.065], [-0.014, -0.008, -0.026], [-0.004, -0.153, -0.089]],
  "nbo_charge": [-0.53, -0.27, 0.33, -0.41, -0.49, -0.35, 0.15, 0.19, 0.19, 0.23, 0.22, 0.14, 0.20, 0.21, 0.20],
  "s_squared": 2.01,
  "homo_ev": [-5.64, -8.96],
  "lumo_energy_ev": [0.88, -0.97],
  "spin_multiplicity": 3
}

5.
{
  "formula": "C4H8FTm",
  "method": "ωB97M-V with the def2-TZVPD basis set",
  "symbols": ["C", "C", "C", "C", "F", "H", "H", "H", "H", "H", "H", "H", "H", "Tm"],
  "coordinates": [[1.5929, 1.0228, 0.0221], [0.7275, -0.0049, -0.6292], [-0.4109, -0.4137, 0.3023], [-1.6510, 0.4176, 0.1598], [-0.7496, -1.8255, 0.0045], [2.1397, 0.7099, 0.9044], [1.1405, 1.9888, 0.1935], [0.3834, 0.2984, -1.6128], [1.4001, -0.8807, -0.8215], [-0.0614, -0.4242, 1.3332], [-2.1782, 0.4713, 1.1032], [-2.3191, -0.0690, -0.5437], [-1.4206, 1.4170, -0.1847], [1.4066, -2.7079, -0.2312]],
  "atomic_forces_ev_per_a": [[-0.827, 0.038, 0.937], [0.595, 0.022, -0.070], [-0.097, 0.761, 0.027], [-0.217, -0.443, 0.230], [0.705, -0.405, -0.028], [0.480, -0.115, -0.175], [0.138, 0.332, -0.517], [-0.209, -0.025, -0.160], [0.037, 1.392, -0.661], [0.013, -0.285, 0.180], [-0.090, 0.114, 0.169], [-0.044, 0.066, -0.335], [0.064, 0.210, -0.086], [-0.547, -1.661, 0.490]],
  "nbo_charge": [-0.22, -0.45, 0.19, -0.67, -0.46, 0.17, 0.22, 0.29, -0.01, 0.20, 0.27, 0.27, 0.26, 1.93],
  "total_charge": 2,
  "s_squared": 2.00,
  "homo_ev": [-17.14, -18.77],
  "lumo_energy_ev": [-10.24, -10.21],
  "spin_multiplicity": 3
}

6.
{
  "formula": "C4H8HgO3",
  "method": "ωB97M-V with the def2-TZVPD basis set",
  "symbols": ["C", "O", "C", "C", "O", "H", "H", "H", "H", "H", "O", "C", "Hg", "H", "H", "H"],
  "coordinates": [[-0.4625, 2.5605, -0.2453], [0.2285, 1.3336, -0.1173], [0.8228, 0.8038, -1.2999], [1.3731, -0.5559, -0.8358], [1.9996, -1.2480, -1.6214], [-0.8567, 2.8079, 0.7462], [0.2281, 3.3458, -0.5845], [-1.2928, 2.4566, -0.9587], [1.6215, 1.4737, -1.6604], [0.0601, 0.6708, -2.0859], [-0.5909, -1.4277, 1.1410], [-0.8802, -2.7363, 1.4937], [0.6616, -0.1043, 1.2583], [-0.6621, -3.4161, 0.6480], [-0.3033, -3.1397, 2.3475], [-1.9470, -2.8248, 1.7745]],
  "atomic_forces_ev_per_a": [[-0.137, 0.388, -0.155], [-0.767, 2.885, -2.648], [-0.624, 0.156, -0.913], [2.800, 0.271, -2.098], [-1.346, 0.659, 1.529], [0.089, -0.009, -0.259], [-0.225, -0.106, 0.077], [0.201, 0.076, 0.179], [-0.117, -0.296, 0.157], [0.158, 0.073, 0.260], [-5.280, -4.832, 0.099], [-0.228, -0.630, 0.373], [5.438, 0.966, 3.554], [-0.214, 0.209, 0.186], [-0.032, 0.334, -0.159], [0.285, -0.144, -0.181]],
  "nbo_charge": [-0.24, -0.64, -0.23, 0.19, -0.55, 0.20, 0.18, 0.19, 0.20, 0.20, -1.03, -0.22, 1.27, 0.16, 0.15, 0.15],
  "homo_ev": [-7.24, -7.24],
  "lumo_energy_ev": [-0.86, -0.86],
  "relative_energy_ev": 0.0000
}

7.
{
  "formula": "C4H8IN2",
  "method": "ωB97M-V with the def2-TZVPD basis set",
  "symbols": ["C", "C", "C", "C", "N", "N", "I", "H", "H", "H", "H", "H", "H", "H", "H"],
  "coordinates": [[0.2630, -2.0224, 0.4849], [-0.9419, -0.2974, -0.6172], [0.3047, 0.6027, -0.5334], [0.2131, 1.6557, 0.6072], [1.4462, -0.3406, -0.6400], [-0.8167, -1.4449, 0.1470], [3.1315, 0.0783, 0.1284], [0.3896, -2.9959, 0.9223], [-1.8973, 0.3317, -0.3319], [-1.0182, -0.6655, -1.7131], [0.4080, 1.2812, -1.4381], [1.1266, 2.1599, 0.7364], [-0.1723, 1.1162, 1.5619], [-0.6511, 2.4000, 0.3289], [-1.7853, -1.8589, 0.3567]],
  "atomic_forces_ev_per_a": [[0.261, 2.437, -1.467], [-1.272, 3.645, -3.489], [0.695, 0.962, -0.007], [-3.627, -1.514, 0.540], [-3.082, -0.988, -0.062], [-1.529, -3.478, 2.474], [1.851, 0.563, 0.851], [-0.141, -0.274, 0.334], [1.835, -1.501, -0.580], [-0.266, 0.708, 1.632], [-0.281, -1.290, 0.359], [0.987, 0.713, 0.406], [1.025, 1.080, -1.249], [1.810, -1.280, 0.436], [1.736, 0.217, -0.177]],
  "nbo_charge": [0.33, -0.26, -0.13, -0.64, -0.57, -0.50, 0.60, 0.22, 0.26, 0.26, 0.27, 0.24, 0.22, 0.25, 0.45],
  "total_charge": 1,
  "homo_ev": [-13.07, -13.11],
  "lumo_energy_ev": [-5.80, -5.51],
  "relative_energy_ev": 5.7449
}

8.
{
  "formula": "C4H8INO2",
  "method": "ωB97M-V with the def2-TZVPD basis set",
  "symbols": ["C", "C", "C", "C", "N", "O", "O", "I", "H", "H", "H", "H", "H", "H", "H", "H"],
  "coordinates": [[0.9326, -0.9295, 0.2283], [0.0731, 0.8695, -1.3634], [0.0531, 1.1620, 1.1778], [0.0811, 0.3157, -0.0161], [0.6124, -2.1431, -0.3292], [1.9313, -0.7858, 0.8998], [-1.5384, -0.7179, 0.3093], [-3.1816, 0.2991, 0.2982], [0.9949, 0.4482, -1.7227], [-0.7374, 0.5214, -1.9822], [0.1425, 1.9436, -1.4000], [-0.7739, 2.0272, 1.1004], [0.9826, 1.5797, 1.2947], [-0.1448, 0.5568, 2.1898], [-0.4106, -2.1842, -0.7749], [0.9830, -2.9629, 0.0903]],
  "atomic_forces_ev_per_a": [[0.464, -0.988, -0.002], [0.588, -0.037, -0.333], [-4.169, 0.289, 2.305], [-3.267, -3.016, 1.981], [-3.844, 1.797, -1.969], [0.273, 0.156, 0.234], [2.163, 1.175, -0.815], [-0.216, 0.251, -0.077], [0.470, 0.130, -1.093], [-0.326, -0.203, -0.111], [-0.177, 0.386, 0.139], [1.887, -1.945, 0.029], [2.344, 1.350, 0.270], [0.358, 1.182, -2.480], [3.091, -0.071, 1.669], [0.360, -0.456, 0.252]],
  "nbo_charge": [0.61, -0.70, -0.68, 0.36, -0.82, -0.60, -0.90, 0.39, 0.24, 0.27, 0.24, 0.23, 0.25, 0.26, 0.43, 0.41],
  "homo_ev": -8.84,
  "lumo_energy_ev": -0.25,
  "relative_energy_ev": 3.1381
}

9.
{
  "formula": "C4H8INS",
  "method": "ωB97M-V with the def2-TZVPD basis set",
  "symbols": ["C", "C", "C", "C", "N", "S", "I", "H", "H", "H", "H", "H", "H", "H", "H"],
  "coordinates": [[0.1961, 2.4977, 0.2131], [-0.1168, 2.6632, 1.3404], [0.7837, 2.2376, -1.0921], [-1.0339, -2.8780, -0.1173], [0.7838, -0.6969, 0.2915], [-0.6111, -1.2568, 0.7445], [2.2110, -1.5491, 1.5358], [-1.1024, -0.6144, -0.2753], [-0.6419, 2.6925, 2.2958], [0.2333, 1.5654, -1.7359], [0.8297, 3.2364, -1.6725], [1.7818, 1.8207, -0.8874], [-0.2280, -3.6401, -0.1320], [-1.2970, -2.6725, -1.0358], [-1.7885, -3.4054, 0.5274]],
  "atomic_forces_ev_per_a": [[0.624, -0.552, -1.857], [-1.777, 0.136, 2.716], [0.547, 1.908, -0.621], [1.317, -2.134, 5.889], [2.120, -0.150, 0.295], [-0.444, -1.400, -0.132], [0.004, 0.191, -0.078], [-1.536, 0.753, -0.548], [0.760, 0.178, -0.742], [-0.244, -0.329, 0.185], [0.296, -1.547, 0.866], [-0.255, 0.225, -0.515], [0.146, 0.984, 0.126], [-1.711, 0.929, -4.701], [0.153, 0.808, -0.881]],
  "nbo_charge": [0.02, -0.28, -0.69, -0.80, -1.05, 0.88, 0.19, 0.09, 0.24, 0.23, 0.23, 0.25, 0.25, 0.21, 0.23],
  "homo_ev": -8.12,
  "lumo_energy_ev": 0.24,
  "relative_energy_ev": 5.0398
}

10.
{
  "formula": "C4H8InO4",
  "method": "ωB97M-V with the def2-TZVPD basis set",
  "symbols": ["In", "O", "C", "C", "O", "H", "H", "H", "H", "O", "C", "C", "O", "H", "H", "H", "H"],
  "coordinates": [[0.2544, 0.6506, -2.5473], [-2.1687, 3.2318, 1.5828], [-3.6143, 3.1835, 1.5388], [-4.3575, 3.3135, 0.1862], [-3.9390, 2.8669, -1.1232], [-4.1201, 3.7306, 2.3344], [-3.9647, 2.1718, 1.7435], [-4.3200, 4.3881, 0.0075], [-5.4381, 3.2816, 0.3253], [3.1271, -3.2506, -2.2283], [4.0975, -3.5826, -1.2497], [3.8335, -3.1526, 0.2833], [3.2317, -1.9141, 0.6087], [5.0683, -3.1884, -1.5500], [4.3285, -4.6451, -1.3251], [4.8295, -3.1843, 0.7250], [3.1520, -3.9008, 0.6881]],
  "atomic_forces_ev_per_a": [[0.011, -0.179, 0.467], [-4.329, 0.005, -0.333], [4.402, -1.194, 0.310], [0.376, 1.297, -4.621], [-0.612, 0.118, 3.745], [-0.046, 0.875, -0.177], [0.289, -1.041, 0.218], [0.639, 1.029, 0.201], [-0.424, -1.264, 0.408], [1.888, -0.616, 2.552], [-1.925, 0.704, -4.214], [-1.956, 3.310, 1.729], [1.566, -2.457, -1.397], [0.294, 1.146, 0.326], [-0.535, -0.723, 0.913], [0.329, -0.361, 0.070], [0.034, -0.649, -0.198]],
  "nbo_charge": [0.79, -0.65, -0.11, -0.11, -0.67, 0.14, 0.19, 0.20, 0.13, -0.68, -0.08, -0.09, -0.63, 0.14, 0.13, 0.14, 0.16],
  "total_charge": -1,
  "homo_ev": -2.42,
  "lumo_energy_ev": -0.71,
  "relative_energy_ev": 5.6407
}

11.
{
  "formula": "C4H8KO2S",
  "method": "ωB97M-V with the def2-TZVPD basis set",
  "symbols": ["K", "C", "C", "C", "S", "O", "O", "C", "H", "H", "H", "H", "H", "H", "H", "H"],
  "coordinates": [[0.9403, 1.4549, -4.3463], [0.7958, -0.9738, 0.3487], [0.5444, 0.0327, 1.4343], [-0.0161, 1.1457, 0.6877], [-1.1272, 0.4877, -0.5561], [-0.7071, 0.9703, -1.8888], [-2.5686, 0.6795, -0.3460], [-0.5397, -1.2426, -0.3325], [1.2890, -1.8341, 0.8011], [1.5668, -0.5802, -0.3135], [1.2905, 0.4033, 2.1372], [-0.0873, -0.6145, 2.0428], [0.8783, 1.5300, 0.1974], [-0.4900, 1.8953, 1.3215], [-0.3856, -1.6231, -1.3422], [-1.3835, -1.7311, 0.1547]],
  "atomic_forces_ev_per_a": [[-0.373, -0.040, 0.393], [1.967, -1.208, 0.648], [-0.571, -2.102, 1.414], [-0.818, 2.039, 0.346], [-1.991, 0.333, -1.689], [0.820, -0.292, 0.479], [2.304, -0.549, 0.640], [0.046, 1.365, -1.028], [-0.397, -0.456, -0.247], [-0.278, -0.045, -0.700], [0.648, -0.414, -0.549], [-0.920, 0.989, 0.646], [-0.487, 0.660, -0.470], [-0.200, 0.171, -0.430], [-0.306, -0.130, 0.097], [0.558, -0.321, 0.451]],
  "nbo_charge": [1.00, -0.42, -0.42, -0.66, 2.11, -1.05, -0.88, -0.63, 0.25, 0.20, 0.25, 0.22, 0.24, 0.27, 0.25, 0.27],
  "total_charge": 1,
  "homo_ev": -13.61,
  "lumo_energy_ev": -4.04,
  "relative_energy_ev": 0.0491
}

12.
{
  "formula": "C4H8LuO",
  "method": "ωB97M-V with the def2-TZVPD basis set",
  "symbols": ["H", "C", "C", "C", "H", "H", "H", "H", "H", "C", "O", "Lu", "H", "H"],
  "coordinates": [[-1.1403, -0.3321, -1.9869], [0.5527, -0.5292, -2.1798], [1.6176, 0.5393, -2.5171], [0.4624, 1.0747, -1.7997], [0.9560, -1.3613, -1.6015], [-0.0261, -0.6119, -3.1046], [1.6819, 0.7992, -3.5754], [2.5592, 0.4445, -1.9776], [0.5002, 1.1264, -0.7068], [-0.7811, 1.7231, -2.3431], [-1.8392, 0.8325, -2.0379], [-4.1292, 1.2040, -1.2478], [-0.6660, 1.8207, -3.4368], [-0.8212, 2.7222, -1.8707]],
  "atomic_forces_ev_per_a": [[-0.888, 3.563, 0.077], [-0.437, 1.764, -0.967], [-0.160, 0.691, -0.434], [0.181, -2.194, 1.968], [-0.785, 0.314, 0.025], [0.448, -1.272, -0.076], [0.247, -0.134, 0.349], [-0.247, 0.074, -0.228], [0.459, 0.398, -0.338], [1.413, -0.340, -0.819], [-0.766, -2.336, 0.866], [1.471, -0.244, -0.520], [-0.321, 0.209, 0.308], [-0.614, -0.494, -0.210]],
  "nbo_charge": [0.53, -0.58, -0.36, -0.17, 0.28, 0.24, 0.24, 0.25, 0.24, -0.10, -0.97, 0.98, 0.19, 0.23],
  "total_charge": 1,
  "homo_ev": -11.37,
  "lumo_energy_ev": -3.57,
  "relative_energy_ev": 0.0000
}

> Which formula does entry 10 have?

C4H8InO4